# 1
Density functional theory data (the ωB97M-V functional and the def2-TZVPD basis) for 14 unconnected molecules or ions with the total composition C41H116N16O20 in a non-equilibrium geometry.

Each line ends with the Löwdin charge.
Positions of all 193 atoms, in Å:
C -2.337 0.404 -7.593  -0.07
O -2.189 -0.259 -6.321  -0.22
C -3.413 -0.596 -5.717  -0.23
C -3.215 -1.511 -4.511  -0.19
N -3.141 -2.989 -4.758  -0.02
C -4.410 -3.514 -5.380  -0.20
C -4.236 -4.972 -5.624  -0.24
O -3.358 -5.027 -6.759  -0.22
C -3.349 -6.295 -7.488  -0.08
H -3.078 -0.114 -8.202  0.09
H -1.412 0.107 -8.086  0.09
H -2.383 1.485 -7.460  0.08
H -4.228 -0.960 -6.343  0.11
H -3.687 0.352 -5.254  0.12
H -4.057 -1.287 -3.856  0.11
H -2.359 -1.161 -3.933  0.09
H -2.314 -3.182 -5.305  0.09
H -4.710 -3.039 -6.314  0.11
H -5.253 -3.336 -4.712  0.11
H -5.164 -5.505 -5.833  0.12
H -3.634 -5.527 -4.904  0.12
H -2.588 -6.305 -8.268  0.08
H -4.300 -6.661 -7.874  0.08
H -2.995 -7.073 -6.812  0.08
C 2.632 4.327 3.097  -0.08
O 3.926 3.749 3.130  -0.20
C 4.590 3.606 1.909  -0.20
C 6.069 3.084 1.905  -0.17
N 6.213 2.261 3.095  -0.10
C 7.626 2.210 3.456  -0.19
C 7.764 1.378 4.764  -0.17
O 6.989 1.737 5.962  -0.20
C 7.131 3.069 6.383  -0.12
H 2.696 5.268 2.551  0.09
H 2.314 4.617 4.099  0.08
H 1.868 3.718 2.614  0.07
H 4.551 4.656 1.620  0.12
H 3.973 3.056 1.197  0.11
H 6.861 3.831 1.948  0.10
H 6.394 2.498 1.045  0.12
H 5.760 2.840 3.787  0.10
H 8.023 3.212 3.619  0.11
H 8.129 1.623 2.688  0.13
H 8.794 1.221 5.085  0.11
H 7.391 0.373 4.569  0.10
H 8.187 3.286 6.545  0.09
H 6.670 3.025 7.370  0.09
H 6.591 3.732 5.706  0.08
C 9.702 -3.339 -7.957  -0.08
O 8.570 -2.690 -7.346  -0.20
C 7.859 -3.353 -6.316  -0.24
C 7.036 -2.343 -5.577  -0.24
N 6.140 -2.992 -4.659  -0.06
C 5.313 -1.928 -4.113  -0.22
C 4.692 -2.286 -2.742  -0.17
O 3.902 -3.513 -2.753  -0.21
C 3.342 -3.780 -1.503  -0.13
H 9.732 -4.407 -7.739  0.08
H 10.532 -2.970 -7.355  0.08
H 9.783 -3.135 -9.025  0.09
H 8.482 -3.881 -5.594  0.12
H 7.225 -4.101 -6.791  0.13
H 6.441 -1.770 -6.288  0.13
H 7.651 -1.664 -4.986  0.12
H 6.564 -3.393 -3.835  0.11
H 4.480 -1.747 -4.793  0.11
H 5.860 -0.991 -4.009  0.12
H 4.223 -1.406 -2.302  0.12
H 5.571 -2.511 -2.139  0.12
H 2.670 -3.062 -1.033  0.06
H 4.173 -3.951 -0.818  0.09
H 2.682 -4.647 -1.522  0.09
C -1.632 4.353 2.622  -0.07
O -2.095 3.599 1.528  -0.28
C -3.303 4.000 0.891  -0.14
C -3.429 3.031 -0.402  -0.21
N -2.330 3.199 -1.262  -0.06
C -2.516 2.176 -2.319  -0.17
C -1.206 2.039 -3.177  -0.17
O -1.371 3.005 -4.211  -0.18
C -0.536 2.768 -5.311  -0.10
H -0.554 4.197 2.665  0.08
H -2.186 4.287 3.559  0.08
H -1.732 5.294 2.083  0.10
H -3.205 4.991 0.446  0.12
H -4.157 3.888 1.559  0.10
H -4.370 3.207 -0.922  0.13
H -3.275 2.034 0.009  0.09
H -1.425 3.196 -0.815  0.08
H -3.404 2.381 -2.916  0.12
H -2.733 1.223 -1.836  0.08
H -1.037 1.008 -3.490  0.09
H -0.393 2.358 -2.525  0.12
H 0.280 2.137 -4.958  0.08
H -0.227 3.779 -5.576  0.09
H -1.000 2.372 -6.215  0.06
C -0.653 -3.093 -1.772  -0.05
O -0.606 -1.888 -0.898  -0.25
C -1.984 -1.566 -0.518  -0.14
C -1.681 -0.526 0.641  -0.13
N -2.711 -0.763 1.687  -0.09
C -2.573 0.252 2.772  -0.17
C -1.263 0.311 3.597  -0.18
O -0.146 0.764 2.824  -0.21
C 1.092 0.602 3.548  -0.08
H -1.189 -3.796 -1.134  0.08
H 0.178 -3.764 -1.989  0.08
H -1.344 -2.870 -2.585  0.06
H -2.600 -2.419 -0.235  0.11
H -2.620 -1.050 -1.237  0.10
H -1.681 0.520 0.333  0.10
H -0.763 -0.668 1.210  0.10
H -2.392 -1.547 2.238  0.12
H -3.443 0.113 3.413  0.12
H -2.683 1.202 2.249  0.10
H -1.023 -0.595 4.154  0.13
H -1.495 1.113 4.298  0.10
H 1.118 1.027 4.551  0.08
H 1.811 1.161 2.949  0.06
H 1.552 -0.368 3.736  0.09
C -2.405 0.412 7.869  -0.06
O -3.339 1.332 7.253  -0.23
C -4.650 0.960 7.131  -0.25
C -5.399 2.179 6.443  -0.19
N -5.116 2.005 5.027  -0.06
C -5.870 2.958 4.170  -0.15
C -7.438 3.008 4.324  -0.17
O -8.206 2.267 3.328  -0.18
C -9.569 2.605 3.393  -0.14
H -2.499 0.509 8.950  0.09
H -1.359 0.624 7.646  0.08
H -2.660 -0.596 7.542  0.09
H -5.081 0.796 8.119  0.11
H -4.783 0.047 6.551  0.12
H -4.971 3.038 6.960  0.12
H -6.436 1.969 6.705  0.11
H -4.139 2.253 4.967  0.08
H -5.648 2.978 3.103  0.10
H -5.502 3.896 4.587  0.10
H -7.773 4.045 4.343  0.11
H -7.744 2.614 5.293  0.10
H -9.790 3.672 3.344  0.08
H -10.069 2.071 4.201  0.09
H -10.079 2.257 2.496  0.08
C 4.534 -0.803 1.803  -0.69
O 4.185 -1.951 1.455  -0.02
N 5.654 -0.481 2.383  0.18
N 3.863 0.274 1.444  0.19
H 6.320 -1.214 2.579  0.12
H 5.863 0.486 2.589  0.05
H 4.356 1.154 1.499  0.07
H 3.066 0.163 0.833  0.08
C 1.385 -4.225 1.891  -0.81
O 0.519 -4.900 2.380  0.03
N 1.125 -3.039 1.411  0.18
N 2.669 -4.463 1.863  0.18
H 1.860 -2.500 0.975  0.06
H 0.153 -3.043 1.136  0.10
H 3.153 -3.607 1.633  0.05
H 3.017 -5.261 2.376  0.12
C 0.243 3.958 6.674  -0.73
O 1.012 3.044 7.038  0.00
N 0.544 5.225 6.366  0.16
N -1.027 3.713 6.477  0.17
H -0.264 5.817 6.230  0.10
H 1.493 5.490 6.587  0.12
H -1.211 2.720 6.480  0.09
H -1.613 4.379 5.993  0.10
C 1.362 -0.954 -4.200  -0.79
O 1.845 0.061 -3.683  0.01
N 1.773 -2.128 -3.964  0.21
N 0.370 -0.906 -5.005  0.20
H 1.226 -2.915 -4.281  0.12
H 2.617 -2.436 -3.504  0.07
H 0.025 -1.800 -5.324  0.11
H -0.041 -0.012 -5.236  0.09
C -5.662 -3.613 -1.646  -0.73
O -5.155 -2.595 -1.239  0.04
N -4.979 -4.499 -2.267  0.18
N -6.968 -4.011 -1.392  0.15
H -4.010 -4.242 -2.389  0.11
H -5.365 -5.343 -2.666  0.12
H -7.533 -3.211 -1.142  0.10
H -7.421 -4.785 -1.856  0.09
O -5.231 -0.873 1.152  -0.09
H -4.412 -0.759 1.634  -0.05
H -5.006 -1.464 0.433  -0.03
O 0.215 2.736 0.583  -0.05
H -0.477 2.825 1.238  -0.02
H 0.691 1.947 0.843  0.02
O 1.825 -0.634 -0.645  -0.05
H 0.889 -0.829 -0.605  0.00
H 2.029 -0.625 -1.580  0.00

Values from the calculation:
Energy: -109180.6844 eV
Orbital gap: 8.33 eV
F_max: 6.50 eV/A
ΔE to the lowest compared entry with this formula, charge and spin: 157.9 kcal/mol

=====

# 2
Density functional theory data (the ωB97M-V functional and the def2-TZVPD basis) for 13 unconnected molecules or ions with the total composition C41H116N18O15 in a non-equilibrium geometry.

Each line ends with the Löwdin charge.
Positions of all 190 atoms, in Å:
C 2.413 -0.912 -2.895  -0.65
O 1.213 -0.613 -2.856  -0.01
N 3.328 -0.392 -2.042  0.17
N 2.898 -1.899 -3.673  0.18
H 2.928 0.307 -1.430  0.08
H 4.277 -0.291 -2.358  0.10
H 2.251 -2.621 -3.952  0.10
H 3.839 -2.172 -3.455  0.10
C -2.978 -3.921 -0.351  -0.66
O -3.504 -3.885 -1.452  0.01
N -3.229 -3.116 0.727  0.18
N -1.985 -4.819 -0.022  0.16
H -3.949 -2.418 0.759  0.07
H -2.586 -3.297 1.477  0.07
H -1.769 -5.462 -0.767  0.08
H -1.325 -4.677 0.719  0.04
C 5.464 -0.126 1.831  -0.67
O 4.770 0.708 2.412  0.02
N 5.816 -1.288 2.424  0.16
N 6.103 0.083 0.633  0.17
H 6.580 -1.761 1.981  0.10
H 5.652 -1.244 3.417  0.12
H 6.632 -0.673 0.243  0.09
H 6.194 1.027 0.291  0.08
C -0.623 -5.848 3.392  -0.66
O -1.171 -4.863 2.926  0.02
N -1.150 -7.097 3.396  0.16
N 0.628 -5.848 3.976  0.15
H -2.072 -7.109 2.989  0.11
H -0.630 -7.893 3.703  0.10
H 1.089 -6.684 4.279  0.09
H 1.198 -5.040 3.785  0.08
C -0.471 -4.608 -3.098  -0.70
O 0.141 -5.338 -2.322  -0.01
N -0.169 -3.286 -3.231  0.18
N -1.516 -4.960 -3.871  0.17
H 0.526 -2.984 -2.570  0.08
H -0.800 -2.683 -3.735  0.05
H -1.858 -5.889 -3.692  0.11
H -2.067 -4.299 -4.390  0.07
C -4.656 -4.108 -7.427  -0.12
O -3.823 -3.122 -6.876  -0.22
C -2.408 -3.193 -7.063  -0.19
C -1.938 -1.841 -6.504  -0.17
N -2.180 -1.799 -5.044  -0.06
C -1.715 -0.593 -4.368  -0.23
C -2.147 -0.465 -2.909  -0.22
O -3.453 0.088 -2.916  -0.17
C -4.106 0.014 -1.643  -0.09
H -4.673 -5.028 -6.820  0.08
H -4.292 -4.432 -8.404  0.09
H -5.718 -3.881 -7.358  0.09
H -2.113 -3.353 -8.105  0.12
H -2.146 -4.102 -6.514  0.11
H -2.303 -0.900 -6.920  0.12
H -0.863 -1.893 -6.715  0.12
H -3.197 -1.831 -5.057  0.12
H -2.111 0.342 -4.789  0.12
H -0.631 -0.501 -4.465  0.09
H -1.422 0.103 -2.317  0.11
H -2.155 -1.459 -2.444  0.11
H -5.187 0.073 -1.738  0.09
H -3.638 0.733 -0.967  0.07
H -3.947 -0.973 -1.194  0.07
C -6.498 -2.693 3.558  -0.10
O -7.844 -2.662 3.105  -0.18
C -8.042 -2.192 1.791  -0.23
C -7.596 -0.778 1.382  -0.16
N -6.107 -0.774 1.151  -0.07
C -5.450 0.471 1.484  -0.20
C -3.983 0.220 1.854  -0.21
O -3.962 -0.581 3.041  -0.19
C -2.691 -0.595 3.637  -0.10
H -5.907 -3.322 2.886  0.09
H -6.535 -3.002 4.601  0.09
H -6.065 -1.693 3.614  0.07
H -9.122 -2.237 1.654  0.12
H -7.508 -2.818 1.065  0.12
H -7.867 -0.084 2.184  0.11
H -7.895 -0.485 0.377  0.11
H -5.710 -1.548 1.659  0.04
H -5.881 0.934 2.379  0.12
H -5.441 1.144 0.623  0.10
H -3.448 1.169 1.961  0.11
H -3.416 -0.233 1.033  0.10
H -2.181 0.375 3.637  0.08
H -1.954 -1.207 3.105  0.07
H -2.809 -0.975 4.650  0.09
C -0.172 -2.084 0.786  -0.05
C 1.172 -1.348 0.691  -0.38
C 1.071 0.174 0.754  -0.15
O -0.311 0.579 0.943  -0.21
C -0.568 1.934 1.191  -0.12
N 1.994 -1.824 1.843  0.06
H -0.481 -2.017 1.832  0.06
H -0.054 -3.150 0.604  0.06
H -0.924 -1.665 0.123  0.08
H 1.549 -1.638 -0.291  0.11
H 1.219 0.526 -0.272  0.09
H 1.662 0.710 1.497  0.12
H -0.534 2.198 2.254  0.09
H -1.529 2.210 0.755  0.07
H 0.113 2.626 0.684  0.06
H 2.904 -1.375 1.793  0.04
H 1.463 -1.359 2.574  0.07
C 4.280 5.979 4.323  -0.04
C 3.213 5.055 4.917  -0.44
C 2.664 4.042 3.887  -0.19
O 1.781 4.532 2.874  -0.20
C 0.622 5.094 3.476  -0.10
N 3.781 4.396 6.070  0.03
H 4.836 5.468 3.532  0.06
H 4.972 6.262 5.113  0.08
H 3.835 6.829 3.806  0.08
H 2.378 5.668 5.265  0.12
H 2.170 3.247 4.454  0.12
H 3.512 3.662 3.315  0.10
H 0.725 6.166 3.684  0.09
H 0.419 4.772 4.502  0.09
H -0.214 4.913 2.805  0.07
H 4.710 4.002 6.042  0.08
H 3.173 3.679 6.446  0.07
C 4.027 3.253 -1.540  -0.06
C 4.187 3.099 -0.060  -0.44
C 5.250 3.984 0.550  -0.19
O 6.530 3.444 0.215  -0.19
C 7.548 4.127 0.875  -0.13
N 2.887 3.188 0.588  0.09
H 4.984 3.340 -2.069  0.08
H 3.567 4.220 -1.756  0.08
H 3.577 2.385 -2.016  0.06
H 4.680 2.152 0.169  0.10
H 5.101 3.997 1.635  0.10
H 5.211 5.035 0.233  0.14
H 7.653 5.160 0.510  0.09
H 8.538 3.718 0.678  0.09
H 7.372 4.260 1.948  0.09
H 2.994 2.735 1.488  0.04
H 2.497 4.104 0.768  0.08
C -2.796 5.333 0.855  -0.08
C -2.872 4.795 -0.546  -0.42
C -4.300 4.728 -1.116  -0.21
O -4.916 3.479 -0.960  -0.20
C -6.189 3.465 -1.584  -0.10
N -1.908 5.527 -1.370  0.06
H -1.787 5.053 1.170  0.05
H -3.469 4.809 1.537  0.09
H -2.880 6.409 1.009  0.08
H -2.562 3.760 -0.375  0.11
H -4.310 5.048 -2.164  0.12
H -4.903 5.473 -0.575  0.12
H -6.696 2.532 -1.347  0.08
H -6.080 3.688 -2.647  0.09
H -6.832 4.238 -1.146  0.09
H -2.094 6.479 -1.645  0.08
H -1.715 4.981 -2.200  0.06
C 0.459 3.132 -1.956  -0.05
C 0.403 3.067 -3.478  -0.40
C 1.317 3.995 -4.272  -0.19
O 0.709 5.282 -4.405  -0.19
C 1.433 6.082 -5.338  -0.12
N 0.335 1.692 -4.000  0.06
H 1.037 2.303 -1.550  0.05
H -0.578 3.143 -1.625  0.06
H 0.894 4.082 -1.642  0.08
H -0.596 3.432 -3.752  0.13
H 1.430 3.605 -5.283  0.12
H 2.219 4.107 -3.659  0.11
H 2.007 5.570 -6.114  0.08
H 2.170 6.612 -4.727  0.08
H 0.786 6.786 -5.858  0.08
H -0.608 1.390 -4.200  0.03
H 0.665 1.017 -3.297  0.02
C 5.120 -5.381 5.224  -0.07
C 4.400 -5.554 3.897  -0.41
C 4.980 -4.755 2.651  -0.16
O 4.412 -5.439 1.513  -0.26
C 3.186 -4.929 0.987  -0.07
N 4.472 -7.016 3.565  0.04
H 4.653 -6.115 5.886  0.08
H 4.967 -4.400 5.671  0.07
H 6.168 -5.669 5.140  0.08
H 3.369 -5.197 3.890  0.10
H 6.066 -4.757 2.578  0.12
H 4.575 -3.742 2.682  0.09
H 2.935 -5.660 0.218  0.09
H 3.318 -3.942 0.546  0.08
H 2.460 -5.010 1.797  0.07
H 4.384 -7.095 2.562  0.05
H 5.378 -7.320 3.896  0.06

Values from the calculation:
Energy: -101929.3757 eV
Orbital gap: 8.46 eV
F_max: 2.88 eV/A
ΔE to the lowest compared entry with this formula, charge and spin: 0.0 kcal/mol